Density functional theory data (ωB97M-V/def2-TZVPD) for an isolated molecule of H4NPSi.

Geometry as ORCA input:
```
! wB97M-V def2-TZVPD RIJCOSX def2/J DEFGRID3
* xyz 0 1
N 0.8683 0.5395 0.2418
Si -0.5913 -0.2523 0.0373
P 2.5477 -0.0989 -0.4261
H -0.3861 -1.1305 -1.1399
H -1.1958 -0.4035 1.3129
H -1.1540 0.9575 -0.6046
H 2.8697 0.9915 0.2807
*
```

Properties
Structure (SMILES): [H]/P=N/[SiH3]
Kohn-Sham gap (spin up / spin down) in eV: 7.872 / 7.873
HOMO (spin up / spin down) in eV: -9.416 / -9.419
Energy relative to the best compared isomer or geometry (same formula, charge and spin) in kcal/mol: 60.1



Density functional theory data (ωB97M-V/def2-TZVPD) for a cluster of 2 separate species, C3H10N2O2 in total.

Geometry as ORCA input:
```
! wB97M-V def2-TZVPD RIJCOSX def2/J DEFGRID3
* xyz 0 1
C 0.6281 0.6629 0.6519
N -0.3851 0.7102 -0.4009
C -0.7190 -0.3899 -1.1449
N 0.2923 -0.9720 -1.9120
O -1.8879 -0.7395 -1.2833
C 1.0820 2.0688 1.0313
H 1.4629 0.0960 0.2411
H 0.2600 0.0880 1.5016
H -1.2530 1.2096 -0.2893
H 0.2459 -1.9777 -1.8985
H 1.1956 -0.6154 -1.6279
H 0.7838 2.8234 0.3025
H 2.1700 2.1898 1.0216
H 0.7842 2.3934 2.0273
H -1.6987 -1.8415 0.2196
H -1.6676 -3.2789 0.6846
O -1.2934 -2.4271 0.8752
*
```

Properties
Structure (SMILES): CCNC(N)=O.O
Kohn-Sham gap in eV: 10.566
HOMO in eV: -9.740
Energy relative to the best compared isomer or geometry (same formula, charge and spin) in kcal/mol: 12.5



Density functional theory data (ωB97M-V/def2-TZVPD) for a structure of composition C40H29AsCl2CoF5NO6P.

Geometry as ORCA input:
```
! wB97M-V def2-TZVPD RIJCOSX def2/J DEFGRID3
* xyz 0 1
Co 1.5008 -1.4651 -0.0204
O 7.1703 -0.6553 0.8561
C 5.8275 -0.6744 0.7868
C 5.0340 -1.2040 1.8060
C 3.6760 -1.2311 1.6122
N 3.1332 -0.7299 0.5118
C 3.8738 -0.2136 -0.4660
C 5.2387 -0.1552 -0.3678
C 3.0107 0.2033 -1.6191
O 3.3776 1.0079 -2.4407
O 1.8456 -0.3742 -1.5512
C 2.6423 -1.8549 2.5035
O 2.8947 -2.1410 3.6529
O 1.5132 -1.9838 1.8847
H 7.4696 -1.0727 1.6729
H 5.4466 -1.6128 2.7200
H 5.8334 0.2552 -1.1714
F 2.1938 -7.0249 -4.1033
C 2.2448 -6.0725 -3.1655
C 2.5127 -4.7608 -3.5116
F 2.7126 -4.4435 -4.7937
C 2.5694 -3.7857 -2.5365
F 2.8252 -2.5229 -2.9012
C 2.3532 -4.0588 -1.1810
O 2.4001 -3.1524 -0.2206
C 2.0846 -5.3936 -0.8757
F 1.8451 -5.7302 0.4045
C 2.0282 -6.3828 -1.8397
F 1.7473 -7.6417 -1.4892
C -1.4625 0.5573 -0.3103
C -2.6263 -0.3765 0.0180
As -4.3653 0.2466 -0.7110
C -4.6196 1.8338 0.3931
C -5.6343 2.7155 0.0178
C -5.9234 3.8330 0.7860
C -5.2097 4.0776 1.9526
C -4.2123 3.1983 2.3441
C -3.9213 2.0796 1.5707
C -3.6223 1.0719 -2.3216
C -3.3634 2.4310 -2.4658
C -2.8139 2.9187 -3.6466
C -2.5136 2.0531 -4.6886
C -2.7608 0.6937 -4.5486
C -3.3198 0.2095 -3.3744
P 0.0913 0.2801 0.6185
C 1.0502 1.7884 0.3125
C 2.0797 2.1106 1.1990
C 2.8744 3.2219 0.9712
C 2.6539 4.0140 -0.1490
C 1.6459 3.6869 -1.0413
C 0.8465 2.5737 -0.8170
C -0.4519 0.4449 2.3430
C -0.6219 1.7098 2.9065
C -1.1181 1.8347 4.1956
C -1.4538 0.7037 4.9267
C -1.2955 -0.5569 4.3687
C -0.7949 -0.6879 3.0814
H -1.7314 1.5936 -0.0868
H -1.2173 0.4948 -1.3722
H -2.7610 -0.4993 1.0940
H -2.4698 -1.3651 -0.4058
H -6.2013 2.5260 -0.8872
H -6.7115 4.5089 0.4790
H -5.4383 4.9454 2.5581
H -3.6558 3.3748 3.2564
H -3.1452 1.4049 1.9081
H -3.5828 3.1164 -1.6564
H -2.6179 3.9789 -3.7486
H -2.0924 2.4351 -5.6096
H -2.5233 0.0127 -5.3559
H -3.5205 -0.8526 -3.2754
H 2.2550 1.4893 2.0702
H 3.6674 3.4676 1.6661
H 3.2755 4.8816 -0.3292
H 1.4846 4.2923 -1.9234
H 0.0830 2.3183 -1.5406
H -0.3684 2.5970 2.3398
H -1.2369 2.8191 4.6307
H -1.8334 0.8050 5.9356
H -1.5439 -1.4412 4.9408
H -0.6376 -1.6707 2.6635
Cl -0.3340 -2.6205 -1.0307
C -0.7023 -3.7996 0.2770
Cl -1.3925 -5.2604 -0.3968
H -1.4274 -3.3330 0.9339
H 0.2370 -4.0146 0.7774
*
```

Properties
Kohn-Sham gap in eV: 7.258
HOMO in eV: -8.192



Density functional theory data (ωB97M-V/def2-TZVPD) for a cluster of 3 separate species, C9H17Br3O4S2 in total.

Geometry as ORCA input:
```
! wB97M-V def2-TZVPD RIJCOSX def2/J DEFGRID3
* xyz 0 1
C -4.1630 -0.9694 0.4844
Br -3.8225 -2.5354 -0.7045
Br -3.9228 -1.3864 2.3709
Br -5.9609 -0.0691 0.0920
H -3.4476 -0.1834 0.2423
C -0.3739 0.7026 -1.6353
C 0.0172 1.3858 -2.9766
C 1.2800 0.7650 -3.4560
S 1.2086 -1.0567 -2.9742
O 2.4281 -1.3844 -2.1839
O 0.6527 -1.7670 -4.1188
C -0.1158 -0.8460 -1.7638
H -1.4110 0.9030 -1.3661
H 0.1055 1.1420 -0.7605
H 0.1002 2.4725 -2.9659
H -0.7583 1.3129 -3.7391
H 2.1757 1.2480 -3.0654
H 1.4519 0.6658 -4.5278
H 0.1832 -1.2952 -0.8167
H -0.9812 -1.4232 -2.0893
C 2.1542 0.7696 2.6793
C 1.9813 -0.6253 2.0034
C 0.6364 -1.2366 2.3486
S -0.4522 0.2218 2.6211
O -0.9303 0.2302 3.9913
O -1.3089 0.3610 1.4056
C 0.8593 1.5665 2.3845
H 3.0000 1.4099 2.4292
H 2.2211 0.5589 3.7467
H 2.8594 -1.2286 2.2342
H 2.1255 -0.4072 0.9452
H 0.5544 -1.6264 3.3631
H 0.2639 -1.9622 1.6255
H 0.5895 2.5095 2.8599
H 0.8002 1.7773 1.3168
*
```

Properties
Structure (SMILES): O=S1(=O)CCCC1.O=S1(=O)CCCC1.BrC(Br)Br
Kohn-Sham gap in eV: 9.878
HOMO in eV: -10.244
Energy relative to the best compared isomer or geometry (same formula, charge and spin) in kcal/mol: 11.7



Density functional theory data (ωB97M-V/def2-TZVPD) for an isolated molecule of C8H9Cl2N2PS.

Geometry as ORCA input:
```
! wB97M-V def2-TZVPD RIJCOSX def2/J DEFGRID3
* xyz 0 1
C 3.0837 -2.0672 1.2132
C 2.2487 -2.9312 0.5413
C 2.7326 -0.7647 1.5258
C 1.1310 -2.3780 -0.0416
C 1.5165 -0.3168 1.1345
C 0.7603 -1.0464 0.1790
C -0.3888 -0.4117 -0.4329
C -2.9551 0.8186 -1.1537
N -0.5997 0.8246 -0.2110
N -1.7630 1.4435 -0.4175
P -1.6150 3.1604 -0.6702
S -1.0768 3.8598 -2.3590
Cl -3.4447 3.8679 -0.1695
Cl -0.4692 3.7094 0.7963
H 4.0661 -2.4444 1.4874
H 2.5603 -3.8856 0.1377
H 3.3534 -0.2327 2.2188
H 0.4189 -2.9662 -0.4595
H 1.1024 0.6692 1.4085
H -1.1339 -1.1027 -0.9203
H -3.6808 0.4980 -0.2932
H -3.2891 1.6679 -1.7910
H -2.5580 0.0280 -1.7231
*
```

Properties
Structure (SMILES): CN(/N=C/c1ccccc1)P(=S)(Cl)Cl
Kohn-Sham gap in eV: 8.703
HOMO in eV: -8.344



Density functional theory data (ωB97M-V/def2-TZVPD) for a cluster of 3 separate species, C7H17NO2 in total.

Geometry as ORCA input:
```
! wB97M-V def2-TZVPD RIJCOSX def2/J DEFGRID3
* xyz 0 1
C 1.0258 -1.2256 0.8402
C 2.0683 -0.5238 0.0506
C 0.2436 -2.2848 0.1312
C -0.5516 0.4383 1.2164
N 1.2981 -1.4626 2.1416
H 0.5852 -1.9090 2.7025
H 1.8402 -0.7723 2.6431
H 1.5561 -0.0388 -0.7965
H 2.7630 -1.2476 -0.3845
H 2.6271 0.1984 0.6455
H -0.5969 -2.6360 0.7300
H 0.8939 -3.1405 -0.0771
H -0.0886 -1.8893 -0.8276
H 0.2666 0.9197 1.7544
H -1.0608 -0.3349 1.7933
H -1.2688 1.2520 1.1653
C 0.0796 2.8031 -1.3131
C -2.3934 0.0900 -1.0714
C -1.0075 0.6997 -1.1296
O -1.1230 2.0803 -1.0945
O -0.1085 0.1777 -1.8041
H 0.7776 2.6482 -0.4834
H -0.1987 3.8548 -1.3607
H 0.5591 2.4972 -2.2453
H -2.8136 0.1004 -2.0814
H -2.3274 -0.9454 -0.7399
H -3.0456 0.6508 -0.4048
*
```

Properties
Kohn-Sham gap in eV: 8.165
HOMO in eV: -7.493
Energy relative to the best compared isomer or geometry (same formula, charge and spin) in kcal/mol: 92.7



Density functional theory data (ωB97M-V/def2-TZVPD) for an isolated molecule of C15H9F5N2O3.

Geometry as ORCA input:
```
! wB97M-V def2-TZVPD RIJCOSX def2/J DEFGRID3
* xyz 0 1
O 0.6134 1.7781 -1.4299
C 1.1291 0.8818 -0.7866
N 0.4210 0.1613 0.1089
N -0.9288 0.4328 0.2828
C -1.6259 -0.2434 1.2236
O -1.1124 -1.0993 1.9128
C -3.0653 0.1573 1.3170
C -4.0674 -0.8059 1.4260
C -5.4014 -0.4684 1.5782
C -5.7599 0.8662 1.6401
C -4.7955 1.8547 1.5410
C -3.4733 1.4872 1.3797
F -2.5436 2.4583 1.2931
H -5.0507 2.9009 1.5890
H -6.7955 1.1390 1.7657
H -6.1363 -1.2538 1.6494
F -3.7424 -2.0990 1.3463
H -1.2529 1.2013 -0.2933
H 0.7642 -0.5859 0.7020
C 2.5762 0.5364 -0.8982
C 3.4416 1.5628 -1.2719
C 4.7968 1.3369 -1.4165
C 5.3132 0.0705 -1.1983
C 4.4700 -0.9704 -0.8471
C 3.1143 -0.7337 -0.6992
O 2.2733 -1.8195 -0.3327
C 1.9005 -2.6081 -1.3246
F 1.2042 -1.9667 -2.2810
F 2.9217 -3.2000 -1.9673
F 1.1240 -3.5736 -0.8569
H 4.8544 -1.9661 -0.6901
H 6.3699 -0.1160 -1.3093
H 5.4497 2.1466 -1.7031
H 3.0140 2.5377 -1.4498
*
```

Properties
Structure (SMILES): O=C(NNC(=O)c1c(F)cccc1F)c1ccccc1OC(F)(F)F
Kohn-Sham gap in eV: 9.288
HOMO in eV: -9.082



Density functional theory data (ωB97M-V/def2-TZVPD) for a cluster of 2 separate species, H7ISi3 in total.

Geometry as ORCA input:
```
! wB97M-V def2-TZVPD RIJCOSX def2/J DEFGRID3
* xyz 0 1
Si 1.1446 2.2812 1.0910
Si -1.4673 -1.6575 -0.3368
Si 0.6764 -1.7228 -1.1124
I 1.8204 1.9293 -1.3770
H 2.2588 1.4337 1.6435
H 1.3003 3.8073 1.1454
H -0.0706 1.7015 1.8158
H -2.5101 -0.8360 -0.9618
H -1.4091 -1.6101 1.0980
H -2.0340 -2.9849 -0.4885
H 0.2907 -2.3417 -2.5171
*
```

Properties
Kohn-Sham gap in eV: 7.066
HOMO in eV: -8.270
Energy relative to the best compared isomer or geometry (same formula, charge and spin) in kcal/mol: 48.1